Below is 5 unconnected molecules or ions with the total composition C43H80IN2O13PS, with properties calculated with wB97M-V/def2-TZVPD.

SMILES string: [H]/N=C\C[C@H](OCCC)[C@H](I)N(CCCCCCCCCCCCCCCCCCCC)[PH2]=S.C[C@@H]1COC(=O)O1.C[C@@H]1COC(=O)O1.C[C@@H]1COC(=O)O1.C[C@@H]1COC(=O)O1
Energy relative to the best compared isomer or geometry (same formula, charge and spin) in kJ/mol: 39.1

```
! RIJCOSX wB97M-V def2-TZVPD def2/J DEFGRID3
* xyz 0 1
H 3.3600 0.6951 -0.0791
N 3.3220 1.4326 -0.7879
C 3.4486 2.5680 -0.2342
C 3.6218 2.7283 1.2715
C 2.3153 2.4093 2.0329
O 1.6252 3.5577 2.4646
C 0.9178 4.2370 1.4474
C -0.5757 4.2960 1.7405
C -1.2809 5.1594 0.6722
C 2.5200 1.5121 3.2602
I 4.1934 2.1858 4.4215
N 2.6591 0.1159 2.8025
C 3.2097 -0.8468 3.8089
C 4.7024 -1.1093 3.5412
C 5.0050 -2.5066 2.9699
C 5.9847 -2.4467 1.7996
C 5.4048 -1.7632 0.5548
C 4.6477 -2.6528 -0.4311
C 3.1497 -2.7262 -0.0703
C 2.3239 -1.6222 -0.7114
C 1.9810 -1.8621 -2.1826
C 1.6881 -0.5551 -2.9199
C 0.5045 0.2129 -2.3170
C -0.8490 -0.4794 -2.5712
C -1.8090 -0.3632 -1.3644
C -2.4535 -1.6888 -0.9298
C -2.4199 -1.8742 0.5892
C -3.4749 -1.0429 1.3105
C -3.5967 -1.4171 2.7909
C -4.9309 -0.9814 3.4270
C -4.7057 -0.2564 4.7552
C -4.0777 1.1425 4.5616
P 1.1308 -0.5189 2.3194
S -0.2741 -0.5852 3.6562
H 3.4205 3.4529 -0.8669
H 4.4016 2.0145 1.5278
H 3.9392 3.7440 1.4934
H 1.6756 1.8799 1.3272
H 1.2871 5.2620 1.3515
H 1.0427 3.7686 0.4657
H -0.9665 3.2820 1.6663
H -0.7423 4.7043 2.7318
H -1.9787 5.8394 1.1530
H -0.5640 5.7423 0.0956
H -1.8506 4.5497 -0.0235
H 1.6567 1.6393 3.9131
H 2.6826 -1.7896 3.6607
H 2.9960 -0.5589 4.8344
H 5.0176 -0.3928 2.7831
H 5.2950 -0.9074 4.4301
H 5.4382 -3.1484 3.7393
H 4.0914 -3.0068 2.6523
H 6.2718 -3.4707 1.5457
H 6.9123 -1.9550 2.0935
H 4.7728 -0.9230 0.8581
H 6.2430 -1.3152 0.0166
H 5.0846 -3.6439 -0.5412
H 4.7219 -2.1709 -1.4085
H 2.7134 -3.6923 -0.3312
H 3.0874 -2.6481 1.0151
H 1.3775 -1.5379 -0.1695
H 2.8187 -0.6518 -0.6075
H 2.8002 -2.3816 -2.6841
H 1.1124 -2.5213 -2.2092
H 1.5275 -0.7539 -3.9816
H 2.5789 0.0760 -2.8365
H 0.6705 0.3531 -1.2513
H 0.4975 1.1889 -2.8048
H -0.6864 -1.5330 -2.7994
H -1.2994 -0.0384 -3.4575
H -1.2483 0.0575 -0.5260
H -2.5860 0.3584 -1.6116
H -1.9311 -2.5247 -1.3996
H -3.4828 -1.7174 -1.2916
H -2.5742 -2.9227 0.8478
H -1.4250 -1.5745 0.9290
H -4.4497 -1.1897 0.8443
H -3.2247 0.0174 1.2427
H -2.7755 -0.9718 3.3558
H -3.5084 -2.5000 2.8940
H -5.4507 -0.2880 2.7636
H -5.5595 -1.8453 3.6321
H -5.6408 -0.1426 5.3028
H -4.0350 -0.8432 5.3833
H -4.6118 1.9106 5.1163
H -3.0393 1.1683 4.8893
H -4.0827 1.4253 3.5089
H 1.4851 -1.7880 1.8614
H 0.7464 0.1945 1.1786
C 5.4999 2.1331 -3.9396
C 5.0431 3.4427 -4.5428
C 3.8767 4.0873 -3.8288
O 3.2388 4.8189 -4.8841
C 3.5070 4.1710 -6.0455
O 2.9576 4.3671 -7.0749
O 4.4898 3.2552 -5.8586
H 5.5218 2.1968 -2.8515
H 4.8287 1.3258 -4.2304
H 6.5004 1.8732 -4.2844
H 5.8798 4.1403 -4.6316
H 4.1797 4.7593 -3.0291
H 3.1750 3.3447 -3.4376
C -8.3182 -0.5426 -4.2268
C -7.0917 -0.8096 -3.3840
C -7.3571 -0.9332 -1.8993
O -6.1184 -0.4901 -1.3337
C -5.5547 0.3742 -2.2135
O -4.6336 1.0804 -1.9711
O -6.1826 0.3059 -3.4102
H -9.1518 -1.1636 -3.8978
H -8.6049 0.5064 -4.1589
H -8.1266 -0.7644 -5.2757
H -6.5517 -1.6837 -3.7560
H -7.5773 -1.9481 -1.5787
H -8.1544 -0.2641 -1.5652
C -2.2444 -3.0190 7.9403
C -3.2220 -4.0396 7.4026
C -2.6012 -5.1244 6.5501
O -3.6757 -5.4702 5.6673
C -4.4556 -4.3695 5.5280
O -5.2906 -4.2285 4.6996
O -4.1394 -3.4456 6.4674
H -1.3387 -3.5079 8.3001
H -1.9787 -2.3017 7.1640
H -2.6781 -2.4616 8.7696
H -3.8120 -4.4743 8.2136
H -2.2826 -5.9948 7.1179
H -1.7647 -4.7512 5.9536
C 1.2614 2.6656 -6.7642
C 0.8767 1.2173 -6.6004
C 0.5948 0.4801 -7.8908
O -0.3470 -0.5159 -7.4728
C -1.0138 -0.0148 -6.4030
O -1.9931 -0.4745 -5.9327
O -0.3851 1.0840 -5.9280
H 1.9623 2.7878 -7.5903
H 0.3741 3.2757 -6.9522
H 1.7390 3.0490 -5.8631
H 1.6255 0.6849 -6.0072
H 1.4742 0.0106 -8.3240
H 0.1192 1.1218 -8.6369
*
```



Below is 11 unconnected molecules or ions with the total composition C43H81N14O6P, with properties calculated with wB97M-V/def2-TZVPD.

SMILES string: [H]/N=C(\N)NCCCC[C@@](COCCOCC)(OCP(C)O)[C@@H](CCCCCCCCOC)NO.CC#N.CC#N.CC#N.CC#N.CC#N.CC#N.CC#N.CC#N.CC#N.CC#N

```
! RIJCOSX wB97M-V def2-TZVPD def2/J DEFGRID3
* xyz 0 1
H 0.6531 2.1264 -1.7162
N 0.1651 2.9063 -2.2150
C -0.6828 2.4240 -3.1995
N -0.7146 0.9255 -3.4050
N -1.4775 3.4462 -4.0215
C -2.7689 3.8357 -3.3378
C -2.6279 5.0842 -2.2661
C -2.6352 4.4048 -0.7374
C -4.1879 4.3525 -0.2483
C -4.5625 3.0395 0.7230
C -6.2360 3.0603 0.7214
O -6.8449 2.4181 1.8876
C -8.1871 1.8837 1.6110
C -8.9982 1.3465 2.9444
O -8.9764 -0.1153 3.1224
C -7.6093 -0.6587 3.1171
C -6.6184 -0.0085 4.2706
O -4.0400 1.8767 -0.0168
C -4.6610 0.6115 0.3808
P -5.9799 -0.0253 -0.9050
C -5.9443 1.0906 -2.4751
O -5.4385 -1.5970 -1.4853
C -3.9051 3.2753 2.2030
C -2.6550 2.2520 2.5725
C -1.2662 2.5614 1.7611
C -0.0393 1.7303 2.5345
C -0.3684 0.0926 2.5802
C 0.9918 -0.8175 2.2760
C 0.7695 -2.4205 2.5466
C 1.6834 -3.3487 1.5363
C 1.5711 -4.9532 1.8744
O 1.6507 -5.7401 0.6104
C 1.6207 -7.1967 0.9074
N -3.3303 4.6926 2.4111
O -4.3351 5.3915 2.9673
H 0.1034 0.4364 -2.9801
H -1.5576 0.4796 -2.9531
H -1.7906 2.9464 -4.9079
H -3.1327 2.9045 -2.7201
H -3.6367 4.1503 -4.0872
H -3.5725 5.8087 -2.3043
H -1.6512 5.7310 -2.4263
H -2.0908 3.3786 -0.8542
H -2.0370 5.0609 0.0298
H -4.6046 5.3697 0.2055
H -4.8457 4.1755 -1.2293
H -6.5099 4.2200 0.7965
H -6.6835 2.7148 -0.3229
H -8.0620 0.9669 0.8698
H -8.7903 2.7097 1.0421
H -8.6342 1.9335 3.9137
H -10.1482 1.6437 2.8242
H -7.0852 -0.6438 2.0531
H -7.7019 -1.8152 3.3951
H -6.4554 1.1490 4.1493
H -5.5406 -0.5142 4.2045
H -7.0615 -0.1922 5.3537
H -5.0543 0.5696 1.4884
H -3.7969 -0.2115 0.3273
H -5.0255 1.8519 -2.4702
H -5.9243 0.4045 -3.4447
H -6.9098 1.7885 -2.5351
H -4.5182 -1.4953 -1.9139
H -4.6745 3.1479 3.1074
H -2.4176 2.4614 3.7238
H -2.9711 1.1046 2.5411
H -1.3605 2.0331 0.6993
H -0.9811 3.6968 1.6888
H 0.9876 1.8092 1.9347
H 0.0937 2.0785 3.6534
H -1.2257 -0.1152 1.8024
H -0.7948 -0.2030 3.6407
H 1.2331 -0.6360 1.1250
H 1.8560 -0.3805 2.9651
H 1.1490 -2.6674 3.6498
H -0.3459 -2.7761 2.5028
H 1.2820 -3.1912 0.4451
H 2.8102 -3.0346 1.5839
H 2.4637 -5.3533 2.5490
H 0.5547 -5.2454 2.3784
H 0.8029 -7.7767 0.2951
H 1.4105 -7.4364 2.0473
H 2.6571 -7.7313 0.6529
H -2.5815 4.6401 3.1658
H -4.0722 5.7271 3.8805
C 2.4481 -1.7090 -2.0846
C 2.5001 -0.5001 -1.2454
N 2.5412 0.4550 -0.5824
H 2.0216 -1.4985 -3.0712
H 3.4451 -2.1321 -2.2467
H 1.8346 -2.4926 -1.6276
C -5.5408 5.7614 7.3392
C -4.3844 6.3795 6.6689
N -3.4708 6.8677 6.1394
H -6.0543 6.4713 7.9964
H -6.2791 5.3964 6.6175
H -5.2419 4.9075 7.9562
C 2.0844 4.2632 -4.3890
C 2.7773 3.8939 -5.6347
N 3.3248 3.6023 -6.6190
H 1.6431 3.3896 -3.8975
H 2.7661 4.7290 -3.6697
H 1.2727 4.9749 -4.5733
C 1.8941 5.4214 -9.4157
C 0.8254 6.4334 -9.3710
N -0.0189 7.2329 -9.3356
H 2.7727 5.7847 -9.9594
H 2.2284 5.1413 -8.4112
H 1.5622 4.5042 -9.9137
C 5.8513 -4.2388 -2.8752
C 4.6680 -4.2169 -3.7513
N 3.7331 -4.1995 -4.4434
H 5.6512 -4.7696 -1.9383
H 6.7003 -4.7375 -3.3545
H 6.1776 -3.2275 -2.6106
C 8.1343 -6.4207 -0.1606
C 7.0656 -5.4087 -0.1158
N 6.2213 -4.6092 -0.0805
H 9.0129 -6.0574 -0.7043
H 8.4686 -6.7008 0.8439
H 7.8024 -7.3379 -0.6585
C 12.6218 -5.4925 -0.6378
C 11.6407 -6.5189 -1.0280
N 10.8656 -7.3298 -1.3363
H 12.3308 -4.9863 0.2888
H 13.6147 -5.9240 -0.4725
H 12.7285 -4.7212 -1.4079
C 16.0822 -8.7997 0.6119
C 14.7451 -8.2230 0.8306
N 13.6887 -7.7674 1.0033
H 16.8441 -8.2950 1.2155
H 16.1125 -9.8623 0.8752
H 16.3922 -8.7169 -0.4352
C -3.9665 -4.6708 -2.0361
C -2.8102 -4.0528 -2.7064
N -1.8966 -3.5645 -3.2359
H -4.4801 -3.9610 -1.3789
H -4.7049 -5.0359 -2.7578
H -3.6676 -5.5248 -1.4191
C 3.5518 2.6247 3.2946
C 3.0112 1.9764 4.5012
N 2.5841 1.4643 5.4544
H 4.3801 3.2998 3.5347
H 3.9310 1.8902 2.5762
H 2.7899 3.2184 2.7786
*
```



no.,largest force on an atom (Eh/bohr),orbital gap (eV)
1,0.034,8.99
2,0.103,8.61